Model w:
One molecule with the formula C6H11NO2S. Source: OMol25; level of theory: ωB97M-V/def2-TZVPD.

Calculated values
LUMO energy in eV: 0.510
SMILES: CS/C=C/C(=O)NCCO

```
! wB97M-V def2-TZVPD RIJCOSX def2/J DEFGRID3
* xyz 0 1
O 0.3779 0.3121 2.0699
O 1.8235 -3.0829 -1.0123
S 0.4709 4.3238 -0.1445
C 0.3452 0.3561 0.8610
C 0.4928 2.8291 0.7581
C 0.3020 1.6161 0.1415
N 0.3346 -0.8191 0.1215
C -0.5939 5.2736 1.0055
C 1.6896 -2.8323 0.3699
C 0.3859 -2.1322 0.7140
H 2.5154 -3.7492 -1.2048
H 0.6730 2.7634 1.8200
H 0.1555 1.5809 -0.9276
H 0.4443 -0.7705 -0.8747
H -1.5700 4.7564 1.1286
H -0.7295 6.2667 0.6329
H -0.1121 5.3823 1.9874
H 2.5314 -2.2433 0.6945
H 1.7476 -3.8138 0.8782
H -0.4685 -2.7431 0.3038
H 0.2972 -2.1615 1.7898
*
```

=====

Model x:
C6H11NO2S as an isolated structure. Source: OMol25; level of theory: ωB97M-V/def2-TZVPD.

Calculated values
LUMO energy in eV: 0.291

```
! wB97M-V def2-TZVPD RIJCOSX def2/J DEFGRID3
* xyz 0 1
C 2.2633 2.7607 -1.3418
C 1.2962 1.8957 -1.4931
C -0.2620 -0.4633 -0.1852
C -2.1976 -0.1197 1.4829
C -1.0276 -2.4359 1.2505
C -0.8355 -0.9005 1.2657
N 1.0769 -0.3741 -0.2633
O -0.9048 -0.0617 -1.1938
O 2.9722 -0.1432 -1.6783
S 1.5756 0.1719 -1.5900
H 2.0584 3.8457 -1.1307
H 3.3303 2.5130 -1.2710
H 0.2593 2.2818 -1.4440
H -2.3044 0.4727 0.5929
H -2.1042 0.5565 2.3986
H -3.0376 -0.7835 1.7573
H -1.3870 -2.6998 0.2894
H -1.5876 -2.7998 2.0022
H -0.0872 -2.8102 1.4241
H -0.1011 -0.5644 1.9346
H 1.0042 -0.3420 -2.8070
*
```

=====

model w comes first in stability; the runner-up is 312.1 kJ/mol higher.